A cluster of 15 separate species, C48H123N3O15 in total at a distorted geometry, computed with ωB97M-V/def2-TZVPD.

Element x y z (Å)
C -2.71674 0.55673 1.56967
C -1.78758 0.16717 0.40336
C -2.67318 -0.41811 -0.69639
C -2.00479 -0.51342 -2.06301
C -1.45449 0.81488 -2.49433
C -0.57730 1.50924 -1.42524
N -1.24230 1.44590 -0.08847
O -0.42666 2.05872 0.88287
C 0.78859 0.81393 -1.47056
C -0.58683 2.97291 -1.81808
C -0.71968 -0.78004 0.93638
H -3.31539 1.41849 1.26211
H -2.23010 0.73118 2.52507
H -3.49759 -0.20619 1.67466
H -3.07885 -1.39416 -0.41159
H -3.59408 0.17505 -0.74804
H -2.68369 -0.98125 -2.77950
H -1.17989 -1.23859 -2.02009
H -2.31208 1.41847 -2.81960
H -0.90388 0.71215 -3.43582
H 0.73681 -0.21117 -1.83773
H 1.32323 1.38365 -2.23706
H 1.31701 0.81448 -0.51914
H -0.21048 3.24208 -2.80927
H -1.62154 3.32011 -1.88712
H -0.10910 3.65423 -1.11064
H -1.12311 -1.78893 1.07810
H -0.31069 -0.50614 1.90867
H 0.12762 -0.94210 0.26549
H -0.94261 2.82018 1.19272
C 3.92040 -4.39364 -1.66751
C 3.64733 -3.87840 -0.25726
C 2.12316 -3.81660 -0.07555
C 1.70551 -3.70252 1.39391
C 2.31684 -4.82125 2.20832
C 3.85558 -4.86430 2.11235
N 4.17853 -4.84394 0.70658
O 5.52388 -5.18042 0.47487
C 4.43247 -3.66951 2.92122
C 4.30036 -6.17207 2.79542
C 4.27226 -2.49477 -0.03241
H 4.97610 -4.31364 -1.93899
H 3.31086 -3.86504 -2.39849
H 3.75257 -5.47000 -1.72570
H 1.68665 -2.93526 -0.55147
H 1.66456 -4.72639 -0.46645
H 0.61388 -3.78058 1.38997
H 1.91921 -2.69248 1.75657
H 1.93248 -5.75146 1.77556
H 1.95495 -4.81052 3.23942
H 3.79717 -2.78703 2.87343
H 4.59717 -3.97686 3.95332
H 5.41113 -3.40256 2.51564
H 4.08054 -6.22690 3.85977
H 3.75154 -6.98934 2.31785
H 5.35401 -6.38925 2.62616
H 3.90438 -1.89083 0.79514
H 4.24367 -1.85965 -0.92781
H 5.36539 -2.50366 0.08496
H 6.01204 -4.34272 0.39402
C 2.23166 5.39972 1.25574
C 3.52687 6.13562 0.87709
C 4.74119 5.35397 1.41893
C 5.06373 4.12960 0.59956
C 5.38009 4.55490 -0.82580
C 4.24102 5.32646 -1.47506
N 3.75822 6.36380 -0.55462
O 2.77613 7.15866 -1.16169
C 4.81172 6.03904 -2.70683
C 3.10899 4.35822 -1.94055
C 3.55885 7.49277 1.59425
H 1.91756 5.56143 2.28307
H 2.25550 4.36568 0.92273
H 1.42869 5.90079 0.69547
H 5.64001 5.97454 1.48801
H 4.52902 5.05819 2.45200
H 4.26346 3.39335 0.72228
H 5.94028 3.59851 0.98658
H 5.60881 3.63809 -1.37263
H 6.26862 5.18774 -0.77990
H 5.19771 5.31075 -3.42328
H 4.12528 6.69160 -3.24489
H 5.62570 6.68611 -2.37303
H 2.47306 4.00420 -1.12989
H 2.51218 4.83000 -2.72056
H 3.58531 3.47970 -2.38374
H 2.69208 8.12222 1.39862
H 4.46146 8.04277 1.32621
H 3.63934 7.29451 2.66630
H 1.92302 6.69329 -1.11270
O -0.95783 4.35625 2.29240
H -0.48786 3.73555 2.86443
H -1.57829 4.80651 2.87894
O -3.08028 0.00479 5.38152
H -2.41184 -0.25745 4.73803
H -2.58475 0.17086 6.18793
O -0.28997 6.48329 -2.25246
H -1.00208 6.10481 -2.78008
H -0.70456 6.70538 -1.41031
O -6.00674 2.11679 -0.18854
H -6.03140 1.90502 0.75231
H -5.32494 2.80697 -0.28306
O -3.54771 3.82794 -0.35244
H -3.83421 4.12824 0.51917
H -2.75278 3.29403 -0.18019
C -1.65644 -4.76813 3.10867
C -2.73791 -3.72262 2.87798
C -3.57331 -3.93768 1.61098
O -3.54589 -3.71837 4.04752
H -1.33384 -5.16831 2.14444
H -1.98263 -5.64923 3.65891
H -0.87185 -4.27093 3.67806
H -2.39470 -2.68407 2.75347
H -4.45729 -3.30585 1.68108
H -3.87405 -4.98584 1.51390
H -3.02377 -3.70525 0.69626
H -4.40393 -3.30562 3.91611
C -5.62898 0.54113 -3.75892
C -4.98335 1.09879 -5.05072
C -3.65588 0.40047 -5.38425
O -5.83702 0.81142 -6.14735
H -5.82715 -0.50930 -3.96092
H -6.52797 1.10243 -3.50240
H -4.94791 0.73350 -2.92488
H -4.83992 2.17767 -4.92020
H -3.63037 -0.62133 -4.99359
H -2.83163 0.95977 -4.94497
H -3.54810 0.26023 -6.45791
H -6.58313 1.41939 -6.16169
C 2.47603 1.47382 2.22192
C 3.09720 1.95658 3.52913
C 4.60779 1.95615 3.55184
O 2.58710 3.25614 3.88243
H 2.96922 0.56126 1.88472
H 2.64309 2.28893 1.51572
H 1.40361 1.30637 2.31473
H 2.73347 1.27647 4.31081
H 4.83742 2.28514 4.56640
H 5.16811 2.49101 2.78957
H 4.90754 0.91343 3.41532
H 1.63141 3.20010 3.95014
C -7.43834 -0.40377 -1.02706
C -8.16679 -0.62171 0.29299
C -7.68466 -1.79967 1.09062
O -7.99840 0.55114 1.10721
H -6.43360 0.01188 -0.93035
H -7.92575 0.36474 -1.64191
H -7.43915 -1.24436 -1.72619
H -9.23345 -0.72593 0.07066
H -7.60193 -2.68238 0.44779
H -8.39311 -2.06164 1.87679
H -6.68783 -1.70986 1.51785
H -8.36148 1.28988 0.60518
C 1.83957 0.66870 -5.36749
C 1.21346 -0.72067 -5.46859
C -0.10648 -0.66454 -6.19188
O 2.17344 -1.59400 -6.04771
H 1.15525 1.38762 -4.91945
H 2.05637 1.07242 -6.36295
H 2.81783 0.60744 -4.88959
H 1.05491 -1.05081 -4.43326
H -0.64485 -1.60714 -6.02322
H -0.08642 -0.43751 -7.25585
H -0.78583 0.03001 -5.69060
H 1.72006 -2.36959 -6.39378
C 1.18019 -1.44610 4.51830
C 0.60091 -2.25414 5.66297
C 1.57623 -2.22510 6.85516
O -0.63726 -1.66168 6.05580
H 0.55977 -1.49151 3.61976
H 2.13158 -1.87454 4.18818
H 1.27079 -0.39736 4.80901
H 0.45402 -3.27330 5.30830
H 1.14446 -2.51796 7.81258
H 2.15268 -1.30828 6.97078
H 2.27733 -3.04939 6.66766
H -0.44606 -0.79820 6.43288
C -1.14299 -4.47444 -2.28731
C -2.25906 -5.21942 -3.02682
C -3.41752 -4.30646 -3.38375
O -1.71840 -5.82480 -4.19676
H -0.36187 -5.09516 -1.85135
H -1.62684 -3.89579 -1.49352
H -0.69063 -3.75361 -2.97199
H -2.76098 -5.87418 -2.30106
H -3.11268 -3.43469 -3.97929
H -3.71756 -3.78636 -2.47110
H -4.15211 -4.89272 -3.92826
H -0.99739 -6.38578 -3.89131

Values from the calculation:
- E_LUMO: -0.4268 eV
- Gap between HOMO and LUMO: 7.63 eV
- Energy above the lowest of the compared OMol25 structures with the same formula, charge and spin: 0.0 kJ/mol
- DFT total energy: -3195.33082 a.u.

These are the Mulliken partial charges, in e, on atoms 1 to 99:
1. C -1.8751
2. C 2.4471
3. C -0.9204
4. C 0.7033
5. C -1.0860
6. C 3.1548
7. N 0.3242
8. O 0.3802
9. C -0.1300
10. C -2.4581
11. C -0.2515
12. H 0.1798
13. H 0.0391
14. H 0.3460
15. H 0.3854
16. H -0.3725
17. H 0.3023
18. H -0.6560
19. H 0.4256
20. H -0.6588
21. H -0.4694
22. H 0.2865
23. H -0.5966
24. H 0.2830
25. H 0.5154
26. H 0.0946
27. H -0.2908
28. H -0.3836
29. H -0.1488
30. H 0.2213
31. C -2.2235
32. C 2.0023
33. C -1.0014
34. C 1.2776
35. C -1.2785
36. C 1.7901
37. N 0.2609
38. O -0.5024
39. C -1.2475
40. C -1.9584
41. C -1.4442
42. H 0.3845
43. H 0.3538
44. H 0.4697
45. H 0.1317
46. H 0.1966
47. H -0.4826
48. H -0.6146
49. H 0.4832
50. H 0.2346
51. H -0.1617
52. H 0.4918
53. H 0.2219
54. H 0.3845
55. H 0.4365
56. H 0.4215
57. H 0.0281
58. H 0.5275
59. H 0.3092
60. H 0.4174
61. C -0.7946
62. C 1.8198
63. C -1.3223
64. C 0.7193
65. C -1.6401
66. C 1.9958
67. N 0.1878
68. O -0.5173
69. C -2.1280
70. C -1.5418
71. C -2.1446
72. H 0.5424
73. H -0.6186
74. H 0.4048
75. H 0.4372
76. H 0.4331
77. H -0.5832
78. H 0.3630
79. H 0.4666
80. H 0.3489
81. H 0.3783
82. H 0.3646
83. H 0.4757
84. H -0.0131
85. H 0.4852
86. H 0.4491
87. H 0.3348
88. H 0.4855
89. H 0.3967
90. H 0.3598
91. O -0.5500
92. H 0.2340
93. H 0.2620
94. O -0.6210
95. H 0.3671
96. H 0.2904
97. O -0.5894
98. H 0.2728
99. H 0.3013